Record 1
C22H19F5NO2OsS2Si as an isolated structure, computed with ωB97M-V/def2-TZVPD.

Output
Frontier orbital gap (alpha / beta) (hartree): 0.223 / 0.214
Total charge: +1
Energy (eV): -74302.06059

Each line ends with the Mulliken charge.
Geometry (Å):
Os -0.52001 1.28777 1.63788  0.73
S -0.68906 -0.15028 4.41584  0.45
S -2.53107 2.01743 1.40048  -0.17
Si 0.69177 -0.91282 -0.39931  0.22
F -5.26390 5.58415 -0.84193  -0.25
F -0.27200 3.62680 -0.05317  -0.23
F -3.12272 6.74305 -2.02549  -0.26
F -0.64033 5.75759 -1.62437  -0.27
F -4.91545 3.43332 0.73643  -0.29
O -0.97543 -1.39534 3.75121  -0.33
O -0.17499 0.53204 0.05494  0.16
N -0.55602 1.08022 3.53653  -0.35
C 2.14402 -2.32884 1.63452  -0.35
C -2.58786 3.46394 0.39313  0.07
C -0.64890 -3.07379 -1.71901  -0.36
C -0.55134 -2.26667 -0.58359  0.86
C -1.58170 -4.09700 -1.78436  -0.82
C 1.74232 -0.42036 -1.86989  1.80
C 2.70332 -1.56648 -2.20989  -1.69
C 1.82604 -0.00695 2.06029  -0.58
C -2.43672 -4.32474 -0.71593  -0.48
C -4.05264 5.10028 -0.64311  0.21
C 2.96459 -1.35104 3.67844  -0.41
C 2.56841 0.81470 -1.48279  -1.70
C -1.51236 4.08742 -0.22541  0.46
C -3.85837 3.99716 0.16626  0.30
C -2.95584 5.69597 -1.25001  0.68
C 1.64224 -1.09803 1.20862  0.29
C 0.86601 -0.06731 -3.07544  -1.67
C -2.35418 -3.53236 0.42152  -0.73
C 2.79821 -2.45354 2.84955  -0.70
C -1.41635 -2.51619 0.48674  -0.12
C 2.47056 -0.11632 3.28678  -0.96
C -1.68309 5.18844 -1.04283  -0.24
H 3.48325 -1.45511 4.62191  0.43
H 1.59000 1.04084 1.75468  0.87
H 0.19810 0.76832 -2.85369  0.29
H 3.30670 -1.28253 -3.07603  0.52
H 0.25140 -0.90265 -3.41187  0.30
H -1.64168 -4.71545 -2.66986  0.42
H 1.93560 1.66474 -1.21652  0.23
H 0.00218 -2.91184 -2.56840  0.19
H 3.24140 0.61006 -0.64664  0.35
H 3.39073 -1.77114 -1.38531  0.37
H 3.17457 -3.41953 3.15934  0.45
H -3.01366 -3.71281 1.26006  0.46
H 2.19050 -2.49732 -2.45751  0.29
H 2.00075 -3.20949 1.01890  0.45
H 1.50386 0.23398 -3.91044  0.53
H 3.18346 1.11996 -2.33301  0.55
H -1.34969 -1.92561 1.39504  0.13
H -3.16621 -5.12207 -0.76833  0.40
H 2.60158 0.75545 3.91505  0.49

***

Record 2
C22H19F5NO2OsS2Si as an isolated structure in a non-equilibrium geometry, computed with ωB97M-V/def2-TZVPD.

Output
Frontier orbital gap (alpha / beta) (hartree): 0.262 / 0.133
2S+1: 5
Total charge: +1
Energy (eV): -74300.25402

Each line ends with the Mulliken charge.
Geometry (Å):
Os 1.17702 1.36354 1.75039  0.47
S 3.66674 2.71641 1.30821  0.43
S 1.98094 -0.28069 3.12459  -0.35
Si -0.34301 0.13955 -0.80858  -0.46
F -2.41315 -2.76678 6.17674  -0.27
F -2.94083 -0.61860 4.57934  -0.30
F -0.93678 0.64533 3.25445  -0.33
F 0.18002 -3.63864 6.43684  -0.26
F 2.14445 -2.46514 5.01941  -0.31
O 3.37624 1.72012 0.25353  -0.40
O -0.15625 0.22175 0.75078  0.71
N 2.49485 2.61296 2.27124  -0.33
C 0.23407 -2.30510 -2.37574  -0.20
C -2.87538 -1.09581 -0.59128  -1.58
C 2.00516 -1.27552 -1.12163  -0.38
C 0.90138 -2.01224 4.90259  0.22
C -1.69629 -1.07456 4.69603  -0.12
C 0.64914 2.82620 -0.70977  -0.41
C -1.42743 -2.17182 5.51760  0.58
C 1.26658 3.96285 -1.20500  -1.12
C -0.66707 -0.46022 3.99435  0.33
C 0.66884 -1.30637 -1.51966  1.16
C -0.11048 -2.62165 5.63675  0.25
C 2.44632 -3.23208 -2.43427  -0.51
C 1.26759 2.99041 -3.40400  -0.76
C 0.68219 1.84681 -2.89318  -0.30
C -2.48260 0.20603 -2.71811  -1.52
C 1.55161 4.05075 -2.55941  -0.53
C 2.88777 -2.23591 -1.57983  -0.77
C 0.64766 -0.92942 4.04670  0.25
C 1.12137 -3.26644 -2.83299  -0.84
C -2.31235 0.15773 -1.21753  1.65
C 0.34742 1.75482 -1.54643  0.41
C -2.84220 1.41382 -0.55597  -1.52
H 0.77072 -4.03716 -3.50065  0.43
H -2.40998 2.30936 -0.99629  0.37
H 2.36245 -0.49076 -0.46590  0.20
H 3.12816 -3.99652 -2.77346  0.40
H -2.08869 1.13084 -3.13356  0.39
H -2.44062 -1.99381 -1.02121  0.32
H 0.48844 1.00926 -3.54435  0.50
H -3.54604 0.16581 -2.96125  0.52
H -3.95309 -1.13597 -0.76090  0.51
H 1.99623 4.95028 -2.95242  0.43
H 1.51994 3.04778 -4.45242  0.45
H -3.92261 1.46462 -0.70387  0.53
H 0.31931 2.80701 0.35080  1.04
H -0.79535 -2.35113 -2.70116  0.19
H -2.00722 -0.63538 -3.21566  0.27
H -2.65383 1.41818 0.51489  0.23
H 3.92141 -2.20091 -1.27187  0.47
H -2.70740 -1.10883 0.48259  0.33
H 1.52465 4.77525 -0.53948  0.52

***

Record 3
A single C22H19N3O2 molecule, computed with ωB97M-V/def2-TZVPD.

Output
Frontier orbital gap (hartree): 0.301
Total charge: 0
SMILES: Cc1ccccc1Nc1cc(C(=O)NCc2ccco2)c2ccccc2n1
Energy (eV): -31688.36250

Each line ends with the Mulliken charge.
Geometry (Å):
O -1.94751 5.68547 0.37908  -0.38
O -3.39120 0.93958 0.75152  -0.64
N 0.94495 -1.44090 -0.32391  -0.50
N -1.77802 2.48439 1.10941  -0.17
N 0.18590 -2.91202 1.29474  -0.09
C -0.31123 1.81038 -1.53614  -0.33
C -0.21690 0.65696 -0.73614  0.81
C -2.68626 3.58093 1.39016  -1.04
C 1.11498 -3.93541 1.03107  0.36
C 0.60385 2.04548 -2.52805  -0.75
C 0.07426 -1.73483 0.61307  0.62
C 1.49112 -6.26733 0.54644  -0.62
C 2.85707 -6.04358 0.55249  -0.63
C 0.81718 -0.28309 -0.99946  -0.80
C -2.88398 5.69855 -1.63815  -0.50
C 3.05436 -2.37233 1.44694  -1.36
C 2.49363 -3.70944 1.08554  1.00
C -2.07372 6.36504 -0.77333  -0.48
C -1.12157 0.33394 0.31654  0.65
C -3.28790 4.52107 -0.96260  -0.33
C -0.99171 -0.85842 0.96596  -0.39
C 3.34226 -4.77841 0.82745  -0.75
C 1.64426 1.13687 -2.76382  -0.53
C 0.62814 -5.21645 0.78655  -0.58
C -2.69460 4.56395 0.26548  0.54
C -2.22324 1.26434 0.71981  -0.08
C 1.74875 -0.00658 -2.02063  -0.42
H -1.68025 -1.12986 1.75246  0.42
H 2.52729 -0.73123 -2.20167  0.49
H 3.54175 -6.85554 0.35838  0.38
H -1.12681 2.50233 -1.38011  0.43
H -3.93276 3.74933 -1.33050  0.53
H -0.44084 -5.38091 0.77784  0.39
H 0.52162 2.93276 -3.13823  0.44
H 4.10498 -2.45678 1.71311  0.48
H -2.38364 4.08117 2.31400  0.35
H -0.66220 -3.21749 1.75230  0.29
H -1.54799 7.29559 -0.85344  0.48
H 4.40992 -4.61379 0.85948  0.36
H 2.35784 1.34136 -3.54856  0.38
H 2.95155 -1.68966 0.60429  0.18
H -3.16171 6.00143 -2.62660  0.42
H 1.09860 -7.25404 0.35121  0.37
H -3.67590 3.13304 1.51089  0.37
H -0.80066 2.70774 1.00040  0.35
H 2.50633 -1.94359 2.28475  0.31